63
Properties=species:S:1:pos:R:3 method="wB97M-V/def2-TZVPD" e_homo_ev="-10.5095 / -10.6837" charge=+1
Sn -0.20119 0.26265 -0.30155
Cl 0.85449 -1.04886 2.60659
C 2.46011 -0.43521 2.74548
C 2.95167 -0.22573 4.01708
C 4.24542 0.24174 4.19555
C 5.04832 0.51360 3.09970
C 4.56750 0.30549 1.82164
Cl 5.58390 0.66481 0.49045
C 3.25267 -0.18823 1.59363
S 2.74316 -0.51600 -0.01620
H 2.32136 -0.44170 4.86782
H 4.62663 0.39232 5.19571
H 6.05276 0.89067 3.22909
I -0.34216 5.36004 -0.95577
C -0.07752 4.07943 -2.52637
C -0.26405 4.44579 -3.85782
C -0.18359 3.50147 -4.84943
I -0.35567 4.13093 -6.83798
C 0.00299 2.11267 -4.54182
C 0.00114 1.07399 -5.48714
C 0.13165 -0.23088 -5.07569
C 0.24022 -0.50140 -3.71210
N 0.29375 0.45762 -2.80798
C 0.19251 1.73803 -3.19577
C 0.26313 2.74324 -2.14198
O 0.55874 2.43805 -0.96468
H -0.47169 5.47840 -4.09964
H -0.11425 1.30703 -6.53652
H 0.13392 -1.03717 -5.79392
H 0.29607 -1.51685 -3.33876
C 0.13046 -5.98673 -1.19665
N -0.18605 -4.60362 -0.90765
C -1.39342 -4.16397 -0.23522
C -1.12332 -2.66798 -0.10842
O -1.79650 -1.84562 0.48705
N 0.04210 -2.38020 -0.75202
C 0.56688 -3.53103 -1.18005
N 1.72085 -3.58348 -1.84972
H -0.54589 -6.62285 -0.63263
H 1.15107 -6.21975 -0.88809
H 0.01303 -6.21007 -2.25911
H -1.52081 -4.63506 0.73998
H -2.28722 -4.34220 -0.83837
H 2.28898 -2.75212 -1.84940
H 2.16913 -4.46913 -2.01057
C -2.05783 0.87974 5.45280
C -2.25393 1.20938 4.00048
C -3.40398 0.80440 3.32663
C -3.60384 1.12979 1.99333
C -2.62903 1.84564 1.32363
C -1.47211 2.26058 1.96935
C -1.29455 1.94753 3.30903
S -2.86761 2.25945 -0.38941
O -2.23523 3.56605 -0.56726
O -4.26256 2.21593 -0.70069
O -2.09746 1.21102 -1.14694
H -2.99323 0.56741 5.91260
H -1.67658 1.74167 5.99964
H -1.33840 0.06569 5.56483
H -4.16125 0.24313 3.85909
H -4.51148 0.86165 1.47082
H -0.76145 2.89356 1.44715
H -0.42074 2.31525 3.83415

***

16
Properties=species:S:1:pos:R:3 method="wB97M-V/def2-TZVPD" s2=0.75 e_homo_ev="-13.4189 / -13.2162" multiplicity=2 charge=+1
C 0.38404 0.75840 -0.29129
C 1.52330 1.15707 0.72208
S 2.55345 2.53972 0.18353
N -0.19787 -0.49957 0.07717
C -1.36869 -1.09362 -0.60629
N -1.69476 -2.38994 0.01111
H 0.84231 0.79835 -1.26926
H -0.35095 1.55404 -0.15858
H 1.14335 1.37331 1.71838
H 2.14441 0.27206 0.80658
H 1.56808 3.45714 0.16520
H -0.46736 -0.44679 1.06702
H -1.13803 -1.29593 -1.64358
H -2.18659 -0.38437 -0.44660
H -0.79222 -2.72943 0.34728
H -1.96247 -3.07043 -0.68276

***

16
Properties=species:S:1:pos:R:3 method="wB97M-V/def2-TZVPD" e_homo_ev=-9.5093 smiles=CCCN.O
C 0.45116 1.10171 -1.88644
C 0.73533 -0.26132 -1.26498
C -0.50398 -0.90413 -0.66490
N -0.16945 -1.76129 0.47393
H -0.30287 1.06398 -2.67421
H 0.16760 1.81404 -1.11369
H 1.34958 1.51497 -2.32761
H 1.53464 -0.15402 -0.54021
H 1.12104 -0.92853 -2.03353
H -1.26651 -0.14860 -0.43257
H -0.96986 -1.55997 -1.39291
H 0.33688 -1.24742 1.18795
H -1.02408 -2.02742 0.95486
O -0.52389 1.41796 4.20182
H 0.28145 1.19156 3.72549
H -1.21706 0.88846 3.78699

***

123
Properties=species:S:1:pos:R:3 method="wB97M-V/def2-TZVPD" e_homo_ev=-9.3065 smiles="CNC[C@]1(CCC(F)(F)C(F)(F)C(F)(F)C(F)(F)C(F)(F)C(F)(F)C(F)(F)C(F)(F)F)OC(=O)[C@@](ON=O)(C(=O)NC(=O)F)[C@H]1[C@@H](Br)[C@H](C)Br.C[N+](=O)[O-].C[N+](=O)[O-].C[N+](=O)[O-].C[N+](=O)[O-].C[N+](=O)[O-].C[N+](=O)[O-].C[N+](=O)[O-].C[N+](=O)[O-]"
C -0.47625 -3.40847 -3.40889
N -1.95322 -3.42665 -3.62183
C -2.73544 -3.13471 -2.38707
C -3.02994 -1.57448 -2.10189
C -1.84858 -1.00949 -1.16554
C -2.17611 -0.99942 0.41122
C -1.00149 -1.66876 1.31717
F -1.26025 -1.19442 2.66376
F 0.30928 -1.18901 0.94983
C -0.94250 -3.27137 1.21482
F -0.15486 -3.60331 0.06269
F -2.30426 -3.72610 1.06355
C -0.37997 -4.01465 2.53160
F -1.50788 -4.11079 3.43588
F 0.61675 -3.28452 3.23493
C 0.05084 -5.56995 2.25659
F -0.32502 -6.27618 3.46390
F -0.71949 -6.17066 1.21497
C 1.63463 -5.77984 2.09939
F 2.27249 -5.67263 3.38880
F 2.20737 -4.70326 1.32094
C 2.07726 -7.13786 1.36240
F 3.52325 -7.13218 1.34095
F 1.67807 -7.16631 -0.02190
C 1.58370 -8.49553 2.06626
F 1.57327 -8.45935 3.48549
F 0.29987 -8.86534 1.51862
C 2.56878 -9.73855 1.66765
F 3.74300 -9.75117 2.49534
F 2.88914 -9.76429 0.28824
F 1.84848 -10.92021 2.02558
O -4.39944 -1.63956 -1.53798
C -5.35583 -0.70458 -2.09403
O -6.59539 -0.76666 -1.94803
C -4.46360 0.41406 -2.90229
O -5.34440 0.75990 -4.01201
N -6.21531 1.75559 -3.67467
O -7.33362 1.43091 -3.91375
C -4.20911 1.48971 -1.73950
O -4.32226 1.14554 -0.51554
N -3.88367 2.92343 -1.96348
C -4.33933 3.61986 -0.71936
O -5.50391 4.10303 -0.66734
F -3.49695 3.76612 0.42799
C -3.30102 -0.58662 -3.35727
C -2.06739 -0.07304 -4.24916
Br -2.52318 -0.43946 -6.15799
C -1.57600 1.43008 -3.95074
C -2.07045 2.46044 -5.10378
Br 0.44096 1.38477 -4.13188
H 0.01357 -3.77919 -4.38516
H -0.21806 -4.19014 -2.60113
H -0.03259 -2.38297 -3.15288
H -2.25192 -2.87092 -4.43432
H -3.75078 -3.66508 -2.46120
H -2.18593 -3.58901 -1.48790
H -1.59392 0.06175 -1.53542
H -0.86071 -1.60197 -1.29099
H -3.20228 -1.40919 0.69909
H -2.18033 0.11546 0.73431
H -4.38577 3.29929 -2.78410
H -3.86268 -1.28186 -4.10213
H -1.16769 -0.76312 -4.00576
H -1.76321 1.80448 -2.88910
H -1.83602 3.56416 -4.83729
H -3.16056 2.29535 -5.41856
H -1.43604 2.24285 -6.05026
C 5.01145 2.63771 -4.01765
N 3.99305 2.74981 -5.09535
O 3.87063 1.79515 -5.85347
O 3.35258 3.79194 -5.14297
H 5.49983 1.66872 -4.09496
H 5.72950 3.44336 -4.15997
H 4.49228 2.73305 -3.06434
C 7.54095 4.02566 -1.02752
N 7.85100 3.51348 -2.38792
O 8.60903 4.17725 -3.07831
O 7.32206 2.46181 -2.71635
H 8.07646 4.96114 -0.87397
H 6.46428 4.18469 -0.97344
H 7.86642 3.27254 -0.31042
C -5.23486 -2.63951 4.57029
N -4.91608 -3.14969 3.21160
O -4.16122 -2.48078 2.52358
O -5.43492 -4.20549 2.88314
H -4.70762 -1.69959 4.72595
H -6.31291 -2.48965 4.62090
H -4.90529 -3.39025 5.28836
C -4.97979 -6.97250 6.18152
N -4.54318 -5.94362 7.16168
O -3.64479 -6.24631 7.93104
O -5.11870 -4.86658 7.12392
H -4.38571 -7.87282 6.32951
H -6.03534 -7.17240 6.36334
H -4.82032 -6.56436 5.18348
C -1.22851 -5.12648 9.85449
N -0.29675 -4.54169 10.85434
O 0.02130 -5.24304 11.80258
O 0.08264 -3.39868 10.65184
H -1.48089 -6.14039 10.16015
H -2.11878 -4.49917 9.82806
H -0.71809 -5.12975 8.89197
C 9.25634 8.05361 -2.61979
N 8.52458 8.41760 -1.37779
O 7.58335 7.70954 -1.05232
O 8.92033 9.40102 -0.77320
H 8.79793 7.16430 -3.04993
H 9.17994 8.89733 -3.30527
H 10.29272 7.85914 -2.34542
C -5.86782 7.67554 -1.14751
N -4.89027 8.02247 -2.21207
O -4.24350 9.04773 -2.06759
O -4.80670 7.25141 -3.15664
H -5.83525 8.44345 -0.37633
H -6.85437 7.63324 -1.60805
H -5.57927 6.70677 -0.73993
C 9.23829 13.17625 -0.81716
N 10.05127 13.41931 -2.03750
O 10.92298 14.27169 -1.97039
O 9.78512 12.74479 -3.02060
H 9.58250 13.84156 -0.02700
H 8.19831 13.38209 -1.06865
H 9.37773 12.13366 -0.53180

***

9
Properties=species:S:1:pos:R:3 method="wB97M-V/def2-TZVPD" e_homo_ev=-4.8928 smiles="CS[P@@](=O)([O-])Cl" charge=-1
C -0.23374 -0.42048 0.38458
S 0.42343 0.32250 1.91296
P 0.24412 2.42446 1.30111
O 1.29726 2.77060 0.34499
O -1.16147 2.84824 1.08552
Cl 0.97541 3.23968 3.18669
H -0.80758 -1.36204 0.64805
H 0.63771 -0.27605 -0.23147
H -0.96743 0.15386 -0.14954

***

11
Properties=species:S:1:pos:R:3 method="wB97M-V/def2-TZVPD" e_homo_ev=-8.9734
H 2.26496 0.53424 -0.56179
N 2.36708 -0.41244 -0.13065
C 1.23307 -0.92942 0.10707
N -0.06218 -0.49280 -0.03315
S -1.40431 -1.66972 -0.02992
C -0.40644 0.82636 0.08539
N -1.59363 1.24221 -0.04220
H -1.79979 2.24068 0.05781
H 1.22239 -1.93370 0.60584
H -2.31471 -0.80652 -0.44786
H 0.49355 1.40111 0.38947

***

8
Properties=species:S:1:pos:R:3 method="wB97M-V/def2-TZVPD" e_homo_ev="-8.5507 / -8.7494" smiles="F[PH2]=C(F)S"
F -0.07126 -0.10012 -1.76762
P -0.27981 -1.04902 -0.36403
C 0.53574 0.17185 0.48091
F 1.04533 -0.27809 1.66422
S 0.60284 1.87084 0.35835
H -0.60865 -1.74565 0.92209
H -1.64703 -0.72356 -0.29285
H 0.42284 1.85374 -1.00107

***

19
Properties=species:S:1:pos:R:3 method="wB97M-V/def2-TZVPD" e_homo_ev=-2.3179 smiles=CC(C)CNC[O-] charge=-1
C 1.82927 -1.30888 0.52436
C 0.50736 -0.55282 0.60569
C -0.54034 -1.40762 1.23802
C 0.05249 0.18856 -0.63501
N -0.94835 1.17491 -0.36296
C -1.02334 2.39297 -1.30807
O -2.26956 2.48376 -1.75451
H 2.75138 -0.73240 0.61515
H 1.87247 -1.94996 -0.42805
H 1.99457 -1.88969 1.33383
H 0.60710 0.30349 1.23697
H -0.45220 -1.56538 2.33218
H -1.59869 -0.97809 1.16086
H -0.57261 -2.49142 0.78426
H 0.94546 0.76633 -0.99343
H -0.18196 -0.64930 -1.37583
H -1.88475 0.84112 -0.26771
H -0.73398 3.23153 -0.65215
H -0.35432 2.14288 -2.05360

***

15
Properties=species:S:1:pos:R:3 method="wB97M-V/def2-TZVPD" e_homo_ev=-14.8062 charge=+1
N 0.06792 -0.36089 -2.55208
C -0.19216 0.32730 -1.27020
C 0.87139 -0.16656 -0.32146
N 0.63171 -0.06054 0.97613
O 1.88269 -0.65171 -0.80429
H 0.06499 -1.37462 -2.41677
H -0.50340 0.06236 -3.27545
H 1.02989 -0.20741 -2.73980
H -1.21137 0.19668 -0.95254
H -0.00801 1.38295 -1.43301
H -0.21711 0.27882 1.39842
H 1.36085 -0.37714 1.59747
H -0.73379 0.42533 4.51967
H -1.87296 0.55071 3.47731
O -1.17065 -0.02528 3.79659

***

32
Properties=species:S:1:pos:R:3 method="wB97M-V/def2-TZVPD" e_homo_ev=-8.4278 smiles=Cc1ccc(O)cc1.Cc1ccc(O)cc1
C 1.43741 0.81101 -5.41144
C 1.69808 0.80158 -3.94691
C 1.53490 -0.37114 -3.24604
C 1.86241 -0.41462 -1.88165
C 2.27593 0.77227 -1.27929
O 2.49694 0.60186 0.10036
C 2.40579 1.93647 -1.95535
C 2.10137 1.99525 -3.32132
H 2.29993 0.47160 -5.99098
H 1.32637 1.80183 -5.89182
H 0.57104 0.20595 -5.74835
H 1.21105 -1.26037 -3.76516
H 1.71525 -1.22743 -1.19257
H 3.31089 1.09948 0.27115
H 2.72209 2.91560 -1.58097
H 2.34022 2.83953 -3.94680
C -3.72760 -2.34471 3.66657
C -2.75319 -1.26584 3.29908
C -2.55465 -0.95084 1.94822
C -1.37259 -0.27277 1.62168
C -0.57705 0.27705 2.61059
O 0.37652 1.19251 2.23250
C -0.85589 0.03623 3.94376
C -2.06335 -0.60064 4.28842
H -4.16792 -2.21013 4.65392
H -3.19198 -3.31121 3.74485
H -4.59751 -2.55477 3.04394
H -3.19024 -1.47205 1.27172
H -1.16405 -0.20516 0.55993
H 1.14001 0.75899 1.85603
H -0.36304 0.66599 4.68873
H -2.24710 -0.72153 5.35720

***

15
Properties=species:S:1:pos:R:3 method="wB97M-V/def2-TZVPD" e_homo_ev=-9.1225 smiles=NCCN.O
N -0.30519 -1.35791 -2.28206
C -0.83064 -0.07702 -1.71080
C 0.25881 0.87262 -1.29874
N -0.42449 2.14833 -0.93293
H 0.11224 -1.12195 -3.21422
H -1.00262 -2.07351 -2.38031
H -1.31233 -0.29077 -0.88022
H -1.44714 0.46883 -2.39340
H 0.73798 0.21725 -0.53194
H 1.18943 0.98000 -1.86956
H -0.41065 2.73060 -1.83992
H 0.03856 2.52742 -0.10759
O 1.05916 -1.36392 5.24694
H 1.11142 -0.65311 5.95099
H 1.04854 -2.17995 5.85279

***

18
Properties=species:S:1:pos:R:3 method="wB97M-V/def2-TZVPD" e_homo_ev=-12.5975 charge=+1
C -2.19015 0.31182 -0.42129
C -0.57616 -1.11286 0.35202
C -0.04875 1.07039 -0.84592
C 0.48008 -0.03300 -0.03817
C 1.83972 -0.62092 -0.18823
N -1.82496 -0.43357 0.62696
N 0.51128 1.41749 0.44506
H -2.97791 1.00204 -0.40683
H -2.04769 -0.06031 -1.45313
H -0.57134 -1.73694 -0.58696
H -0.16701 -1.67949 1.21175
H 0.15023 1.55313 -1.79790
H 2.24939 -0.82370 0.91172
H 2.55591 -0.08021 -0.72211
H 1.84203 -1.65735 -0.50394
H -2.35766 -0.60384 1.56291
H 1.44075 1.71386 0.63543
H -0.14976 1.88413 1.09816

***

| no. | molecular weight (g/mol) |
| --- | --- |
| 1 | 977.036 |
| 2 | 106.194 |
| 3 | 77.127 |
| 4 | 1397.474 |
| 5 | 145.527 |
| 6 | 103.150 |
| 7 | 116.072 |
| 8 | 102.157 |
| 9 | 93.106 |
| 10 | 216.280 |
| 11 | 78.115 |
| 12 | 99.157 |